[1]
{"formula": "C34H59BrCdNP3", "method": "the ωB97M-V functional and the def2-TZVPD basis", "multiplicity": 1, "charge": 2, "gap_ev": [1.9, 4.6], "e_above_lowest_kj_mol": 174.4, "symbols": ["C", "C", "C", "C", "N", "C", "C", "C", "C", "C", "C", "C", "C", "C", "Cd", "P", "H", "H", "H", "H", "H", "H", "H", "H", "C", "C", "H", "H", "H", "H", "H", "C", "C", "H", "H", "H", "H", "H", "C", "C", "H", "H", "H", "H", "H", "Br", "P", "C", "C", "H", "H", "H", "H", "H", "C", "C", "H", "H", "H", "H", "H", "C", "C", "H", "H", "H", "H", "H", "C", "C", "C", "P", "C", "C", "C", "C", "C", "C", "H", "H", "H", "H", "H", "H", "H", "H", "H", "H", "H", "H", "H", "H", "H", "H", "H", "H", "H", "H", "H"], "coordinates": [[4.393323, -7.127417, -1.949332], [3.072971, -6.712919, -2.214471], [2.239034, -7.597403, -2.927949], [2.751220, -8.839420, -3.330688], [4.002388, -9.208360, -3.062131], [4.812508, -8.390065, -2.393209], [2.592184, -5.424890, -1.767242], [2.193981, -4.332570, -1.383534], [1.697947, -3.043727, -0.992289], [1.980826, -2.509312, 0.279298], [1.466284, -1.251343, 0.651613], [0.647293, -0.574740, -0.243269], [0.366496, -1.063983, -1.512555], [0.903829, -2.303651, -1.893805], [-0.364359, 1.260475, 0.257338], [-1.666816, 0.257222, 2.132102], [1.210630, -7.339215, -3.169764], [5.089905, -6.492238, -1.407087], [2.124194, -9.544025, -3.882219], [5.830022, -8.735603, -2.195821], [0.701886, -2.713503, -2.887493], [2.600703, -3.084538, 0.971595], [-0.265274, -0.511504, -2.218300], [1.703569, -0.844030, 1.641612], [-2.877384, 1.497861, 2.715985], [-4.157826, 0.969814, 3.355400], [-3.116790, 2.137329, 1.851529], [-2.344393, 2.143525, 3.429593], [-4.729622, 1.824833, 3.734449], [-4.791700, 0.438540, 2.635823], [-3.951993, 0.306215, 4.203692], [-2.515656, -1.208552, 1.414990], [-2.366708, -2.557899, 2.109674], [-2.123415, -1.304051, 0.388304], [-3.577791, -0.940939, 1.324264], [-2.911094, -3.310815, 1.524819], [-1.322737, -2.892775, 2.168578], [-2.795881, -2.563852, 3.118271], [-0.707649, -0.324988, 3.572929], [-1.463905, -0.453775, 4.891602], [0.125898, 0.385329, 3.697180], [-0.256664, -1.289046, 3.298392], [-0.775008, -0.849250, 5.648944], [-1.826301, 0.515168, 5.254686], [-2.314346, -1.145094, 4.837037], [-0.880529, 3.632329, -0.417948], [-4.346759, -0.165561, -3.401977], [-4.648497, -0.546666, -1.623771], [-6.092160, -0.206065, -1.252539], [-3.932051, 0.024078, -1.014525], [-4.447726, -1.616438, -1.474297], [-6.373743, -0.703864, -0.318388], [-6.226900, 0.873036, -1.114531], [-6.785631, -0.537187, -2.035406], [-3.375541, 1.392332, -3.238597], [-3.512722, 2.222257, -4.516117], [-2.329010, 1.120593, -3.047591], [-3.740453, 1.955940, -2.366802], [-3.207294, 3.258534, -4.337037], [-2.879616, 1.814757, -5.311092], [-4.549100, 2.231912, -4.874735], [-3.035437, -1.407706, -3.809405], [-3.652254, -2.626109, -4.504928], [-2.515860, -1.701634, -2.885970], [-2.307295, -0.917115, -4.470881], [-2.879456, -3.203467, -5.023947], [-4.140858, -3.292026, -3.785128], [-4.399741, -2.319299, -5.246355], [1.356585, 5.689486, 2.676652], [2.352034, 5.280433, 1.582379], [3.798936, 5.512408, 2.033550], [1.906136, 3.591507, 0.937614], [2.620792, 3.498124, -0.816895], [3.949102, 4.220137, -1.018685], [2.648800, 2.077891, -1.388841], [2.699461, 2.354687, 2.134315], [4.218535, 2.238901, 2.065836], [2.239590, 2.586229, 3.585263], [1.456951, 5.080928, 3.580970], [0.328009, 5.622891, 2.311414], [1.538686, 6.730254, 2.967229], [2.158359, 5.923238, 0.706046], [3.988700, 5.126075, 3.044689], [4.539144, 5.110280, 1.333387], [3.972823, 6.598469, 2.077171], [1.839716, 4.054566, -1.364730], [4.770430, 3.715553, -0.492106], [4.187397, 4.207354, -2.090988], [3.909139, 5.274009, -0.722261], [1.649271, 1.641998, -1.504864], [3.091037, 2.097661, -2.394260], [3.245741, 1.395749, -0.772506], [2.263467, 1.397965, 1.788695], [4.720502, 3.144997, 2.427938], [4.527637, 1.418157, 2.733121], [4.595710, 1.998880, 1.062613], [1.148398, 2.684292, 3.675908], [2.545221, 1.723634, 4.196144], [2.708548, 3.469791, 4.038632]], "atomic_forces_ev_per_a": [[-0.42, -0.68, -0.41], [-0.19, 0.51, 0.19], [0.81, -0.36, 0.08], [-0.73, -1.06, -0.77], [-1.31, 3.54, 1.18], [1.35, -0.61, 0.21], [-0.19, 0.58, 0.24], [0.51, -1.32, -0.56], [-0.24, 0.47, 0.07], [0.04, 0.29, 0.25], [0.28, -1.32, -0.50], [-0.13, 1.43, -0.10], [0.62, -1.37, -0.34], [-0.28, 0.08, -0.09], [0.20, -0.12, -0.01], [-0.28, 0.21, 0.41], [0.25, -0.21, 0.00], [-0.07, -0.28, -0.16], [0.14, 0.15, 0.12], [-0.22, 0.07, -0.05], [0.06, 0.11, 0.33], [-0.16, 0.18, -0.22], [0.30, -0.27, 0.23], [-0.10, -0.22, -0.36], [-0.31, -0.10, 0.10], [-0.24, 0.12, 0.22], [0.09, -0.18, 0.23], [0.04, -0.13, -0.19], [-0.03, -0.24, -0.06], [0.15, 0.10, 0.15], [-0.10, 0.15, -0.25], [-0.23, 0.11, -0.38], [-0.09, -0.29, 0.14], [-0.20, 0.06, 0.28], [0.22, -0.10, -0.04], [0.13, 0.15, 0.15], [-0.23, 0.15, -0.02], [0.13, 0.03, -0.19], [0.28, 0.07, 0.12], [0.04, -0.15, 0.41], [-0.18, -0.21, 0.00], [-0.08, 0.26, -0.03], [-0.20, 0.11, -0.09], [0.04, -0.20, -0.11], [0.23, 0.20, -0.06], [0.19, 0.13, 0.19], [-0.19, -0.06, -0.09], [-0.02, -0.11, -0.04], [-0.08, -0.08, 0.31], [-0.08, -0.20, 0.03], [-0.08, 0.16, 0.03], [-0.07, 0.15, -0.06], [-0.01, -0.17, -0.09], [0.15, 0.07, 0.21], [-0.02, 0.00, -0.05], [0.21, 0.29, 0.03], [0.01, 0.21, 0.08], [-0.01, -0.17, -0.21], [0.02, -0.13, -0.13], [-0.16, 0.07, 0.03], [0.23, -0.01, 0.10], [0.01, 0.12, -0.02], [0.18, -0.11, -0.06], [0.08, 0.04, -0.19], [-0.13, -0.09, 0.09], [-0.14, -0.02, 0.09], [0.00, 0.12, -0.12], [0.17, -0.07, 0.16], [-0.14, 0.23, 0.07], [-0.81, 0.25, -0.28], [0.33, 0.04, -0.01], [1.94, 0.27, -0.01], [-0.79, 0.00, 0.09], [0.30, 0.09, 0.05], [-0.02, -0.15, -0.04], [-0.81, -0.25, -0.33], [0.51, -0.05, -0.10], [-0.10, -0.11, 0.11], [-0.05, 0.15, -0.24], [0.06, -0.01, 0.12], [-0.01, -0.15, -0.08], [0.03, -0.17, 0.20], [-0.09, 0.01, -0.34], [-0.17, 0.05, 0.33], [-0.17, -0.27, 0.01], [0.24, -0.10, 0.17], [-0.16, 0.21, -0.13], [-0.09, -0.06, 0.23], [0.04, -0.28, -0.02], [0.26, 0.17, 0.10], [-0.03, 0.08, 0.27], [-0.07, 0.06, -0.11], [0.19, 0.17, 0.13], [-0.18, -0.31, -0.17], [-0.13, 0.20, -0.20], [-0.15, 0.11, 0.26], [0.25, 0.04, -0.04], [-0.06, 0.18, -0.21], [-0.12, -0.25, -0.23]], "mulliken_charge": [-0.34, 0.65, -0.34, -0.36, 0.01, -0.36, -0.28, -0.35, 0.90, -0.80, 0.59, -1.96, 0.67, -0.66, 1.20, 0.07, 0.46, 0.45, 0.41, 0.41, 0.45, 0.43, 0.40, 0.39, -0.56, -1.12, 0.48, 0.36, 0.40, 0.25, 0.24, 0.30, -1.48, -0.03, 0.22, 0.41, 0.28, 0.30, -0.01, -1.44, 0.09, 0.36, 0.44, 0.32, 0.22, -0.51, -0.13, 0.31, -1.41, -0.43, 0.48, 0.38, 0.33, 0.41, 0.19, -1.33, -0.23, 0.40, 0.36, 0.32, 0.37, -0.08, -1.32, -0.07, 0.48, 0.39, 0.29, 0.37, -1.48, 0.47, -1.69, -0.17, 0.86, -1.67, -1.03, 2.63, -1.47, -1.92, 0.26, 0.35, 0.45, 0.50, 0.31, 0.33, 0.47, 0.48, 0.25, 0.50, 0.42, -0.03, 0.52, 0.17, -1.42, 0.24, 0.49, 0.29, 0.43, 0.48, 0.36]}

***

[2]
{"formula": "C21H30MnN2Si", "method": "the ωB97M-V functional and the def2-TZVPD basis", "multiplicity": 6, "charge": 0, "gap_ev": [5.8, 6.8], "e_above_lowest_kj_mol": 490.5, "symbols": ["C", "C", "C", "H", "C", "C", "H", "H", "H", "H", "Mn", "C", "H", "H", "H", "Si", "C", "C", "H", "C", "H", "C", "H", "C", "H", "C", "H", "C", "C", "H", "C", "H", "C", "H", "C", "H", "C", "H", "H", "H", "N", "C", "C", "C", "N", "H", "H", "H", "H", "H", "H", "H", "H", "H", "H"], "coordinates": [[-0.210395, 1.802279, 2.173577], [-1.365093, 1.948382, 1.300761], [-2.511549, 1.451519, 2.001694], [-1.412267, 2.507912, 0.358672], [-2.063216, 0.980636, 3.297962], [-0.660232, 1.266063, 3.422089], [-0.042568, 1.187532, 4.322543], [0.740194, 2.295500, 1.954849], [-3.554781, 1.504621, 1.665808], [-2.711742, 0.693830, 4.112745], [-1.069863, -0.154017, 1.797246], [-0.733577, -1.492706, 0.265686], [-1.790243, -1.491963, 0.513876], [0.126658, -1.903096, 0.795247], [-0.631518, -1.714213, -0.769776], [0.381576, 1.097821, -2.171669], [1.679758, -0.304169, -2.496891], [2.787569, 0.510210, -2.758302], [2.641392, 1.578606, -2.685971], [4.082820, 0.124323, -3.155596], [4.872325, 0.886846, -3.362408], [4.349668, -1.251733, -3.310498], [5.366314, -1.570474, -3.623720], [3.287671, -2.146332, -3.051755], [3.514596, -3.215948, -3.256917], [2.002082, -1.686499, -2.642465], [1.297845, -2.489217, -2.479710], [-1.327717, 0.875813, -2.813389], [-1.071249, 1.545389, -4.033520], [-0.109067, 1.532039, -4.549537], [-1.956679, 2.570111, -4.338070], [-1.678267, 3.327552, -5.065098], [-3.142082, 2.684372, -3.606710], [-3.814261, 3.529678, -3.775557], [-3.519574, 1.695786, -2.682830], [-4.487767, 1.722560, -2.188353], [-2.606150, 0.716062, -2.272383], [-2.828468, -0.008493, -1.489417], [0.139920, 0.681996, -0.691191], [0.651322, 2.505429, -2.401328], [-1.340837, -1.877970, 2.967444], [-0.502035, -1.980755, 4.188955], [0.957131, -1.583973, 3.985810], [1.614399, -1.637541, 2.623437], [1.451422, -0.489329, 1.777458], [-1.310903, -2.783045, 2.471218], [-2.304403, -1.820561, 3.320880], [-0.904919, -1.310805, 4.963331], [-0.525507, -2.990195, 4.619474], [1.163631, -0.614740, 4.433058], [1.585165, -2.228015, 4.603778], [2.690732, -1.738723, 2.685328], [1.272961, -2.527943, 2.122926], [1.782486, 0.400725, 2.139922], [1.747265, -0.611159, 0.787279]], "atomic_forces_ev_per_a": [[-1.48, 2.20, 0.03], [-0.08, 1.26, 1.16], [0.20, 0.67, 0.68], [0.22, -0.66, 0.37], [-0.15, 2.09, 0.32], [-0.35, 1.07, -0.05], [-0.39, -0.19, -0.46], [-0.24, -0.58, 0.12], [0.64, -0.21, 0.10], [0.01, -0.24, -0.08], [1.82, -2.28, -2.42], [0.44, 0.21, -1.33], [-0.48, -1.46, 0.29], [-1.24, -0.70, 0.12], [-0.01, 0.16, -0.94], [-1.15, -4.35, 3.69], [1.66, 0.58, -1.21], [1.43, 0.50, -0.48], [0.22, 0.32, -0.02], [0.16, -0.70, 0.06], [-0.84, -0.72, 0.26], [-0.36, 0.89, 0.18], [-0.97, 0.01, 0.21], [0.23, 0.52, -0.16], [-0.64, 0.77, 0.50], [0.39, -0.28, -0.33], [-0.45, 0.20, 0.07], [1.54, -1.49, -1.66], [-1.83, 1.40, 0.72], [-0.07, -0.18, 0.26], [-0.54, 0.12, -0.32], [-0.25, -0.12, -0.11], [-0.46, -0.14, -0.09], [0.23, -0.30, -0.03], [0.03, -0.30, 0.02], [0.00, 0.14, -0.27], [0.37, 1.52, -0.43], [0.22, 0.40, 0.02], [0.50, 1.20, -0.70], [0.80, 0.16, -0.18], [-0.70, -1.92, 1.80], [0.17, 0.06, 0.34], [1.17, 0.27, 0.64], [1.10, -0.05, -0.30], [-0.78, 1.06, -1.13], [0.14, 0.76, -0.06], [0.29, -0.02, -0.34], [-0.10, -0.20, -0.35], [-0.19, 0.09, -0.21], [-0.20, 0.32, -0.13], [-0.19, -0.30, 0.11], [0.41, -0.74, 0.92], [-0.19, -0.31, -0.48], [0.25, -0.60, 0.06], [-0.35, 0.10, 1.21]], "nbo_charge": [-0.37, -0.35, -0.38, 0.25, -0.42, -0.36, 0.23, 0.24, 0.24, 0.23, 1.21, -1.25, 0.15, 0.19, 0.22, 1.13, -0.43, -0.24, 0.19, -0.22, 0.22, -0.21, 0.22, -0.24, 0.22, -0.13, 0.21, -0.44, -0.23, 0.21, -0.21, 0.21, -0.23, 0.21, -0.20, 0.21, -0.20, 0.23, -0.14, -0.15, -0.87, -0.21, -0.43, -0.22, -0.84, 0.40, 0.38, 0.21, 0.19, 0.21, 0.22, 0.19, 0.20, 0.38, 0.40]}

***

[3]
{"formula": "C5H8O", "method": "the ωB97M-V functional and the def2-TZVPD basis", "multiplicity": 1, "charge": 0, "gap_ev": 10.4, "smiles": "C=CCC(C)=O", "e_above_lowest_kj_mol": 81.9, "symbols": ["C", "C", "C", "C", "C", "O", "H", "H", "H", "H", "H", "H", "H", "H"], "coordinates": [[-1.967362, -0.097379, 0.363624], [-0.662233, 0.575254, 0.729232], [0.302937, 0.864051, -0.415296], [1.030864, -0.416640, -0.759618], [2.097117, -0.841467, -0.089088], [-0.379084, 0.852132, 1.873515], [-2.373364, -0.619995, 1.231738], [-2.685227, 0.672285, 0.054532], [-1.844628, -0.791080, -0.474510], [1.007867, 1.625659, -0.071164], [-0.240305, 1.247260, -1.287388], [0.614986, -1.026961, -1.560812], [2.518087, -0.257017, 0.726840], [2.580343, -1.786104, -0.321602]], "atomic_forces_ev_per_a": [[-0.05, -0.05, 0.06], [0.00, 0.06, 0.22], [0.07, 0.10, 0.03], [0.14, -0.13, 0.08], [-0.10, 0.04, -0.09], [-0.12, -0.08, -0.42], [0.05, 0.08, -0.11], [0.12, -0.07, 0.02], [0.01, 0.10, 0.12], [-0.09, -0.12, -0.03], [0.05, -0.08, 0.14], [0.08, 0.08, 0.11], [-0.06, -0.07, -0.12], [-0.08, 0.14, -0.01]], "nbo_charge": [-0.72, 0.61, -0.55, -0.18, -0.38, -0.54, 0.24, 0.24, 0.22, 0.24, 0.22, 0.20, 0.20, 0.20]}

***

[4]
{"formula": "C4H5BrN2", "method": "the ωB97M-V functional and the def2-TZVPD basis", "multiplicity": 1, "charge": 0, "gap_ev": 7.7, "smiles": "C=N/C=C\\N=C\\Br", "e_above_lowest_kj_mol": 329.0, "symbols": ["C", "C", "C", "C", "N", "N", "Br", "H", "H", "H", "H", "H"], "coordinates": [[-1.443890, 0.421502, 0.354771], [-0.583766, 1.542219, 0.027938], [0.056350, -1.430309, 0.204425], [1.190834, 0.161419, -0.443253], [-1.056456, -0.794155, 0.528414], [0.757326, 1.275750, 0.094482], [3.097100, -0.219152, -0.170953], [-2.605888, 0.485778, 0.419574], [-0.689337, 2.626432, 0.279310], [-0.022355, -1.804559, -0.774551], [0.316514, -2.179640, 0.908267], [0.983572, -0.085284, -1.428425]], "atomic_forces_ev_per_a": [[-2.72, -0.18, -1.83], [3.05, -0.32, 1.50], [0.08, 1.74, -0.52], [1.18, -1.58, 2.07], [-1.29, 0.81, 1.53], [-2.04, 1.05, -0.81], [-0.33, 0.05, -0.01], [2.23, 0.68, 0.41], [-1.07, -1.22, -0.05], [0.58, -0.30, -1.38], [0.88, -0.51, 0.71], [-0.54, -0.22, -1.61]], "nbo_charge": [0.02, -0.08, -0.14, -0.08, -0.37, -0.39, -0.02, 0.22, 0.23, 0.21, 0.21, 0.20]}

***

[5]
{"formula": "H20O10", "method": "the ωB97M-V functional and the def2-TZVPD basis", "multiplicity": 1, "charge": 0, "gap_ev": 10.5, "smiles": "O.O.O.O.O.O.O.O.O.O", "e_above_lowest_kj_mol": 433.6, "symbols": ["O", "H", "H", "O", "H", "H", "O", "H", "H", "O", "H", "H", "O", "H", "H", "O", "H", "H", "O", "H", "H", "O", "H", "H", "O", "H", "H", "O", "H", "H"], "coordinates": [[-10.247575, -20.564585, 27.005587], [-9.905958, -19.693709, 27.403975], [-10.854606, -20.926525, 27.629119], [-7.472141, -16.474339, 22.931091], [-7.875900, -17.053982, 23.499694], [-6.617722, -16.610805, 22.724509], [-5.394493, -18.643754, 23.299208], [-5.474936, -19.318339, 22.662600], [-5.817005, -18.923630, 24.146931], [-10.866187, -16.407231, 24.481529], [-10.134347, -15.790999, 24.354271], [-10.486570, -17.116589, 23.824840], [-8.679818, -16.155669, 27.509216], [-9.576246, -15.980092, 27.617948], [-8.644306, -16.684950, 26.739329], [-8.612184, -21.097095, 22.816187], [-7.797385, -20.900652, 23.165085], [-9.205031, -20.412309, 23.078369], [-8.302652, -17.986558, 25.299139], [-9.076259, -18.378377, 25.189120], [-7.930222, -18.910936, 25.557173], [-6.066318, -20.386252, 25.362333], [-5.355841, -20.854211, 24.777222], [-6.694509, -21.132563, 25.561091], [-10.024999, -18.746168, 23.098135], [-10.850628, -19.088381, 23.340681], [-10.184128, -18.129154, 22.428829], [-11.217263, -17.958692, 26.958032], [-11.291674, -17.580157, 26.027888], [-12.091710, -18.378981, 26.806651]], "atomic_forces_ev_per_a": [[1.82, 1.93, -0.13], [-1.17, -1.85, -0.78], [-0.58, -0.27, 0.81], [-4.00, 3.98, -1.72], [-0.38, -2.54, 2.28], [4.33, -1.49, -0.49], [0.06, 1.44, 1.89], [-0.36, -1.32, -0.98], [0.35, 0.10, -1.18], [1.41, -1.94, -2.27], [-0.10, 0.65, 0.56], [-1.33, 1.53, 2.08], [2.16, 0.58, 1.01], [-2.46, 0.49, 0.48], [0.34, -1.06, -1.38], [-2.18, -1.97, -1.52], [2.90, 0.86, 1.28], [-0.33, 0.89, 0.12], [6.12, -1.04, 1.65], [-6.76, -1.58, -1.29], [0.72, 2.51, -0.30], [0.79, -2.61, -1.30], [-1.75, 1.30, 1.65], [0.82, 1.02, -0.12], [1.85, -0.46, 1.26], [-2.13, -0.89, 0.50], [-0.17, 1.24, -2.21], [-1.80, 0.34, -2.56], [1.39, 0.52, 1.29], [0.46, -0.38, 1.35]], "nbo_charge": [-0.97, 0.50, 0.47, -0.97, 0.48, 0.48, -0.97, 0.46, 0.50, -0.97, 0.49, 0.46, -0.95, 0.46, 0.48, -0.94, 0.45, 0.48, -0.93, 0.46, 0.48, -0.97, 0.49, 0.49, -0.93, 0.48, 0.49, -0.96, 0.49, 0.46]}